1.
The ion C5H14N3 with charge +1, computed with the ωB97M-V functional and the def2-TZVPD basis.

Output
SMILES string: CCC(C)(C)NN=[NH2+]
Energy relative to the best compared isomer or geometry (same formula, charge and spin): 4.0580 eV
Calculated total energy: -362.83004 hartree
Highest occupied orbital energy: -15.05 eV
Gap between HOMO and LUMO: 10.251 eV

The geometry in ORCA input format:
```
! wB97M-V def2-TZVPD RIJCOSX def2/J DEFGRID3
* xyz 1 1
C -0.07 1.26 1.22
H 0.69 0.95 1.92
C -0.46 -1.06 0.28
C -2.01 -1.28 0.25
H 3.93 -1.30 0.48
H -2.34 -1.94 1.06
H -0.96 0.66 -1.84
H 0.11 2.05 -1.52
H -2.35 -1.60 -0.77
C 0.07 0.40 0.01
N 1.56 0.31 -0.35
C -0.62 1.30 -1.13
H -1.05 1.03 1.76
H 0.21 2.17 0.89
H 4.19 -0.02 -0.70
H -1.33 1.89 -0.64
N 2.32 -0.57 0.17
N 3.56 -0.68 -0.23
H 1.84 0.82 -1.29
H -2.47 -0.28 0.53
H -0.14 -1.35 1.29
H 0.02 -1.80 -0.45
*
```


2.
A cluster of 2 separate species, C6H10N2O3 in total, computed with the ωB97M-V functional and the def2-TZVPD basis.

Output
Energy relative to the best compared isomer or geometry (same formula, charge and spin): 0.7503 eV
Calculated total energy: -569.65454 hartree
Highest occupied orbital energy (spin up / spin down): -6.01 / -9.81 eV
Gap between HOMO and LUMO (spin up / spin down): 5.802 / 7.376 eV

The geometry in ORCA input format:
```
! wB97M-V def2-TZVPD RIJCOSX def2/J DEFGRID3
* xyz 0 3
H 2.45 -1.89 0.51
H -0.55 -0.33 1.38
O 2.36 1.56 1.31
H -3.38 2.16 -0.84
C 1.09 -0.83 -1.52
N 2.39 0.94 0.27
H 1.21 -1.86 -1.85
C 1.44 -1.71 0.85
C -2.49 0.91 0.58
H -2.53 0.46 1.56
C -3.45 1.72 0.14
O -1.22 0.93 -1.43
H 2.05 -0.32 -1.69
O 3.18 0.99 -0.64
H 1.46 -1.31 1.86
C 0.74 -0.77 -0.09
C -1.33 0.58 -0.28
N -0.39 -0.20 0.39
H -4.31 1.98 0.74
H 0.91 -2.67 0.88
H 0.35 -0.33 -2.14
*
```


3.
A structure of composition C6H13N3, computed with the ωB97M-V functional and the def2-TZVPD basis.

Output
Energy relative to the best compared isomer or geometry (same formula, charge and spin): 5.7096 eV
Calculated total energy: -400.48318 hartree
Highest occupied orbital energy: -8.03 eV
Gap between HOMO and LUMO: 9.071 eV

The geometry in ORCA input format:
```
! wB97M-V def2-TZVPD RIJCOSX def2/J DEFGRID3
* xyz 0 1
H -2.71 0.76 1.90
H -3.29 0.49 -0.70
H 1.03 1.40 1.23
C 0.20 0.47 -0.56
H 2.17 -2.32 1.43
H -0.24 -0.51 0.25
H 0.47 -1.59 -1.82
H 1.55 -2.78 -1.16
C -1.70 0.75 1.50
H -1.89 0.27 -1.70
H -0.90 0.92 2.20
H 2.06 1.43 -0.20
C 1.03 1.51 0.15
N -2.34 0.15 -0.78
C 0.93 -1.28 0.07
H 1.51 -0.71 2.03
N 0.82 -2.11 -1.00
H 0.52 1.20 -2.32
C 1.58 -1.43 1.23
H 0.65 2.50 -0.11
N 0.06 0.41 -1.87
C -1.47 0.44 0.22
*
```


4.
An isolated molecule of C4H5NO2, computed with the ωB97M-V functional and the def2-TZVPD basis.

Output
Energy relative to the best compared isomer or geometry (same formula, charge and spin): 0.7825 eV
Calculated total energy: -360.47017 hartree
Highest occupied orbital energy (spin up / spin down): -6.36 / -10.26 eV
Gap between HOMO and LUMO (spin up / spin down): 6.902 / 8.363 eV

The geometry in ORCA input format:
```
! wB97M-V def2-TZVPD RIJCOSX def2/J DEFGRID3
* xyz 0 3
H -1.74 0.25 -1.23
H -0.88 -1.26 -0.46
O 4.44 0.11 -0.19
N 2.26 0.02 0.36
H 0.54 2.38 0.11
C 3.47 -0.49 0.08
C -0.13 0.54 -0.02
H -2.12 -0.02 0.48
C 1.07 0.04 0.06
H 3.47 -1.70 -0.06
C -1.32 -0.26 -0.31
O -0.18 1.89 -0.32
*
```


5.
A cluster of 2 separate species, C5H14NO2 in total, computed with the ωB97M-V functional and the def2-TZVPD basis.

Output
Energy relative to the best compared isomer or geometry (same formula, charge and spin): 0.7154 eV
Calculated total energy: -404.12827 hartree
Highest occupied orbital energy: -2.96 eV
Gap between HOMO and LUMO: 6.763 eV

The geometry in ORCA input format:
```
! wB97M-V def2-TZVPD RIJCOSX def2/J DEFGRID3
* xyz -1 1
H 0.64 -0.11 2.50
O -3.81 0.37 -0.56
H 2.43 -1.27 -1.79
H -1.00 -0.16 1.63
H -0.04 -1.36 -0.22
C -0.53 1.45 -0.37
C 0.54 0.99 0.65
H 1.16 1.85 0.94
O -1.71 1.87 0.17
H -0.38 1.22 2.55
H 2.26 -2.90 -1.12
H -0.66 0.57 -1.07
H 0.98 -2.15 -2.13
H 1.25 -1.90 0.75
H -4.21 0.94 0.11
C 1.73 -1.98 -1.35
H -0.09 2.22 -1.06
H 1.86 0.44 -0.86
C 1.06 -1.30 -0.15
C -0.11 0.40 1.88
H -2.87 0.71 -0.52
N 1.51 0.07 0.02
*
```


6.
An isolated molecule of C2H2F2S2, computed with the ωB97M-V functional and the def2-TZVPD basis.

Output
SMILES string: FC(=S)[C@@H](F)S
Energy relative to the best compared isomer or geometry (same formula, charge and spin): 0.8493 eV
Calculated total energy: -1073.46243 hartree
Highest occupied orbital energy: -9.79 eV
Gap between HOMO and LUMO: 9.020 eV

The geometry in ORCA input format:
```
! wB97M-V def2-TZVPD RIJCOSX def2/J DEFGRID3
* xyz 0 1
C -1.01 -0.14 0.24
F 0.84 -1.31 1.09
S 1.41 -0.12 -1.17
C 0.53 -0.21 0.41
S -1.73 1.29 0.16
H 0.68 1.01 -1.70
H 0.87 0.76 1.03
F -1.59 -1.27 -0.08
*
```


7.
The ion C4H5NO4 with charge -2, computed with the ωB97M-V functional and the def2-TZVPD basis.

Output
SMILES string: O=C([O-])[C@@]1([O-])CCN1O
Energy relative to the best compared isomer or geometry (same formula, charge and spin): 0.7815 eV
Calculated total energy: -510.98944 hartree
Highest occupied orbital energy: 1.01 eV
Gap between HOMO and LUMO: 6.103 eV

The geometry in ORCA input format:
```
! wB97M-V def2-TZVPD RIJCOSX def2/J DEFGRID3
* xyz -2 1
O -1.40 1.07 1.41
H 1.32 0.56 -0.09
H 0.14 -0.69 1.25
O -2.85 -1.55 -0.01
C -2.83 -0.29 -0.08
C -0.31 -0.76 0.24
H 0.82 -0.38 -1.62
C -1.40 0.33 0.30
O -3.77 0.47 -0.48
O -0.48 2.30 -0.35
H -0.83 2.03 0.62
H -0.58 -1.67 -0.05
C 0.53 0.18 -0.71
N -0.60 1.05 -0.89
*
```


8.
A structure of composition BrCa2O4PZn, computed with the ωB97M-V functional and the def2-TZVPD basis.

Output
Energy relative to the best compared isomer or geometry (same formula, charge and spin): 0.7165 eV
Calculated total energy: -6350.33043 hartree
Highest occupied orbital energy: -13.69 eV
Gap between HOMO and LUMO: 2.103 eV

The geometry in ORCA input format:
```
! wB97M-V def2-TZVPD RIJCOSX def2/J DEFGRID3
* xyz 2 1
Br -2.53 -0.10 -0.61
Zn -4.83 -0.21 -1.52
O 2.57 0.98 1.07
O 2.12 -0.71 -0.89
Ca -0.11 -0.21 -1.91
O 1.92 -1.10 1.53
P 1.72 -0.12 0.44
O 0.25 0.25 0.29
Ca -1.11 1.23 1.60
*
```